{"formula": "C23H34CoFN3O7P2Se", "method": "ωB97M-V with the def2-TZVPD basis set", "e_tot_ha": -6154.25666, "charge": 1, "lumo_energy_ev": [-2.996, -3.157], "multiplicity": 5, "e_above_lowest_kcal_mol": 0.0, "symbols": ["Co", "F", "C", "C", "C", "C", "O", "C", "C", "N", "C", "C", "C", "C", "C", "C", "N", "C", "C", "N", "C", "C", "C", "O", "O", "H", "H", "H", "H", "H", "H", "H", "H", "H", "H", "H", "H", "H", "H", "H", "H", "H", "H", "C", "P", "C", "C", "C", "P", "C", "C", "H", "H", "H", "H", "H", "H", "H", "H", "H", "H", "H", "H", "H", "H", "H", "H", "O", "Se", "O", "O", "O"], "positions_angstrom": [[-0.0793, -1.4341, -2.5949], [1.1279, 3.8824, 1.1504], [0.2550, 2.8607, 1.2893], [-0.1585, 2.1797, 0.1870], [-1.0936, 1.1548, 0.3205], [-1.3530, 0.2961, -0.8269], [-0.6813, 0.4612, -1.8729], [-2.3348, -0.7202, -0.6352], [-2.8981, -0.8743, 0.5943], [-2.5535, -0.1707, 1.6890], [-3.1413, -0.4807, 2.9716], [-3.4192, -1.9087, 3.3209], [-2.2986, -1.1817, 4.0016], [-1.6238, 0.8558, 1.5777], [-1.1404, 1.5291, 2.7046], [-0.1701, 2.5047, 2.5751], [0.4138, 3.0593, 3.7380], [-0.3871, 3.7226, 4.7415], [0.0161, 3.1440, 6.1104], [1.4117, 2.5898, 5.9755], [2.2882, 3.5190, 5.1889], [1.7957, 3.5082, 3.7304], [-2.7205, -1.7487, -1.6699], [-3.7598, -2.3555, -1.5593], [-1.8581, -1.9447, -2.6437], [0.2612, 2.3935, -0.7849], [-3.6495, -1.6399, 0.7259], [-3.8446, 0.2688, 3.3148], [-3.1418, -2.6707, 2.6071], [-4.3237, -2.1093, 3.8752], [-1.2931, -1.4483, 3.7040], [-2.4258, -0.8917, 5.0360], [-1.4681, 1.2353, 3.6918], [-1.4438, 3.5399, 4.5629], [-0.2342, 4.8086, 4.7235], [-0.6226, 2.3149, 6.4085], [0.0325, 3.8890, 6.9034], [1.3491, 1.7101, 5.4569], [1.8101, 2.3948, 6.8931], [3.3191, 3.1853, 5.2771], [2.1943, 4.4980, 5.6556], [2.3838, 2.8134, 3.1319], [1.9347, 4.5096, 3.3151], [0.0909, -4.3762, -4.7066], [1.0993, -3.2611, -3.6858], [2.1121, -4.3281, -2.6424], [2.2478, -2.4421, -4.8476], [1.4924, -1.4339, -5.7304], [0.4886, -0.3049, -4.6870], [1.5082, 1.1577, -4.3842], [-0.8841, 0.2565, -5.7336], [0.7050, -5.1015, -5.2422], [-0.4994, -3.8036, -5.4220], [-0.6058, -4.9037, -4.0551], [2.7184, -5.0033, -3.2486], [1.4529, -4.9117, -1.9997], [2.7459, -3.7159, -1.9988], [2.7738, -3.1818, -5.4548], [2.9809, -1.9287, -4.2209], [0.8019, -1.9520, -6.4010], [2.1808, -0.8669, -6.3598], [1.7832, 1.6533, -5.3160], [2.3934, 0.8508, -3.8299], [0.9396, 1.8399, -3.7527], [-0.5325, 0.7060, -6.6633], [-1.4640, 0.9929, -5.1772], [-1.5359, -0.5868, -5.9612], [2.9578, -2.3434, -0.1878], [1.7803, -1.3126, -0.5200], [0.2867, -2.0790, -0.6820], [1.8512, -0.8061, -2.1368], [1.6556, -0.0628, 0.4850]], "lowdin_spin": [3.068, 0.000, 0.000, 0.001, 0.004, 0.006, 0.056, 0.002, 0.001, 0.001, 0.000, 0.000, 0.000, 0.001, 0.000, 0.000, 0.000, 0.000, 0.000, 0.000, 0.000, 0.000, 0.016, 0.025, 0.177, 0.000, 0.000, 0.000, 0.000, 0.000, 0.000, 0.000, 0.000, 0.000, 0.000, 0.000, 0.000, 0.000, 0.000, 0.000, 0.000, 0.000, 0.000, 0.024, 0.127, 0.021, 0.010, 0.011, 0.124, 0.018, 0.024, 0.006, 0.000, 0.000, 0.006, 0.000, 0.000, 0.003, 0.000, 0.000, 0.003, 0.005, 0.000, 0.000, 0.006, 0.000, 0.000, 0.011, 0.003, 0.113, 0.120, 0.007]}